Formula: C2H4BrN2
Source: the Open Molecules 2025 dataset
Level of theory: the ωB97M-V functional and the def2-TZVPD basis

Values from the calculation:
HOMO-LUMO gap   9.57 eV
HOMO energy   -15.35 eV
Strongest force on any atom   0.0872 Eh/bohr
Relative energy (zero: lowest compared OMol25 entry of this formula, charge and spin)   103.6 kcal per mole
DFT total energy   -2761.67263 a.u.
SMILES string   CN1[NH+]=C1Br

The geometry in ORCA input format:
```
! RIJCOSX wB97M-V def2-TZVPD def2/J DEFGRID3
* xyz 1 1
C -1.36 0.46 -0.03
C 1.07 -0.68 0.25
N 0.07 0.28 0.65
N -0.50 1.36 -0.35
Br -2.98 -0.31 0.03
H 1.12 -0.82 -0.87
H 1.90 -0.41 0.91
H 0.98 -1.71 0.59
H -0.30 1.84 -1.18
*
```